Computed, not measured: a cluster of 2 separate species, C65H81N4 in total in a non-equilibrium geometry, with ωB97M-V with the def2-TZVPD basis set.

Geometry as XYZ:
```
150
Properties=species:S:1:pos:R:3:forces:R:3
C 2.789 -5.323 -1.071 -0.023 0.060 -0.039
C 3.009 -4.909 0.391 0.009 0.049 0.100
C 2.736 -6.084 1.339 0.101 0.135 -0.034
C 2.202 -3.663 0.742 0.003 -0.143 -0.227
C 0.900 -3.744 1.246 0.064 0.007 -0.185
C 0.153 -2.600 1.518 0.282 0.645 -0.157
C -1.320 -2.680 1.899 -0.056 0.109 0.842
C -1.811 -4.091 2.226 0.197 0.043 0.057
C -2.251 -2.039 0.879 -0.012 0.205 -0.462
C 0.789 -1.325 1.417 0.511 -1.017 -0.538
C 0.084 -0.088 1.762 -0.043 -0.573 2.484
N -0.221 0.357 3.040 -1.310 1.829 -1.975
C -0.305 -0.460 4.232 0.200 -0.186 0.597
C -1.563 -0.820 4.741 -0.221 0.077 -0.094
C -2.845 -0.276 4.111 0.239 -0.188 -0.327
C -3.176 1.102 4.672 -0.003 0.318 0.327
C -4.022 -1.248 4.200 -0.008 -0.087 0.064
C -1.609 -1.723 5.813 0.263 0.105 -0.112
C -0.437 -2.296 6.303 0.006 0.031 -0.074
C 0.803 -1.930 5.778 -0.128 0.172 -0.021
C 0.886 -0.965 4.771 0.227 0.283 0.057
C 2.217 -0.399 4.287 0.059 -0.458 -0.539
C 3.410 -1.268 4.688 -0.099 -0.039 0.088
C 2.422 1.051 4.717 -0.175 0.196 0.290
N -0.799 1.584 2.989 0.951 -1.676 0.029
N -0.839 1.920 1.672 0.310 -1.608 0.238
C -1.495 3.144 1.273 -0.299 0.020 0.484
C -2.830 3.086 0.842 -0.118 -0.477 -0.118
C -3.629 1.775 0.892 0.500 0.197 0.198
C -3.765 1.161 -0.493 0.062 -0.074 -0.406
C -4.989 1.965 1.566 0.018 0.164 0.092
C -3.446 4.263 0.416 0.085 0.051 0.149
C -2.789 5.483 0.538 0.037 -0.085 -0.120
C -1.513 5.530 1.091 -0.193 0.173 -0.033
C -0.854 4.371 1.484 0.573 -0.172 0.177
C 0.483 4.508 2.227 -0.086 0.405 -0.394
C 1.609 3.624 1.691 0.003 -0.199 0.031
C 0.283 4.330 3.733 -0.265 -0.092 0.206
C -0.380 0.853 0.872 -0.482 1.310 -1.787
C -0.402 0.627 -0.507 -0.084 0.997 1.634
C 2.104 -1.232 0.861 -0.566 -0.048 0.104
C 2.825 0.104 0.653 -0.310 0.186 0.191
C 2.916 0.485 -0.832 -0.040 -0.066 -0.269
C 4.212 0.128 1.303 0.030 -0.102 0.092
C 2.754 -2.408 0.492 -0.062 0.075 0.127
H 3.042 -4.500 -1.750 -0.057 -0.128 0.077
H 3.426 -6.179 -1.322 -0.128 0.111 0.015
H 1.743 -5.607 -1.249 0.188 0.048 0.070
H 4.069 -4.633 0.492 -0.203 -0.050 0.019
H 2.807 -5.762 2.384 -0.059 -0.096 -0.139
H 1.740 -6.509 1.167 0.170 0.024 0.067
H 3.478 -6.873 1.178 -0.170 0.072 -0.002
H 0.451 -4.727 1.399 0.138 0.318 -0.067
H -1.411 -2.084 2.819 -0.029 -0.336 -0.244
H -1.180 -4.556 2.995 -0.196 -0.015 -0.179
H -2.841 -4.051 2.604 0.240 -0.030 -0.130
H -1.801 -4.714 1.320 -0.042 0.011 0.241
H -1.913 -1.038 0.591 -0.183 -0.180 0.008
H -2.288 -2.642 -0.038 -0.088 0.138 0.290
H -3.273 -1.951 1.276 0.220 -0.097 -0.023
H -2.622 -0.143 3.041 -0.074 -0.091 0.170
H -2.421 1.818 4.332 -0.372 -0.112 0.286
H -4.159 1.447 4.331 0.132 -0.150 0.158
H -3.154 1.083 5.770 -0.181 0.017 -0.179
H -3.759 -2.227 3.772 -0.069 0.212 0.181
H -4.336 -1.394 5.244 -0.047 0.024 -0.328
H -4.878 -0.854 3.633 0.220 -0.057 0.216
H -2.572 -1.998 6.249 0.366 0.063 -0.209
H -0.485 -3.039 7.103 -0.012 0.249 -0.240
H 1.719 -2.388 6.160 -0.399 0.205 -0.061
H 2.159 -0.406 3.190 0.150 -0.013 0.319
H 3.276 -2.300 4.334 0.077 0.192 0.121
H 4.339 -0.879 4.255 -0.189 -0.052 0.152
H 3.521 -1.271 5.781 0.105 -0.064 -0.247
H 1.579 1.681 4.408 0.192 -0.084 0.095
H 2.504 1.108 5.811 0.030 0.072 -0.222
H 3.337 1.464 4.271 -0.169 -0.132 0.115
H -3.036 1.090 1.517 -0.278 0.082 -0.239
H -2.769 0.947 -0.900 -0.305 -0.011 0.095
H -4.324 0.216 -0.455 0.045 0.187 -0.002
H -4.276 1.853 -1.179 -0.025 -0.152 0.164
H -4.871 2.424 2.555 -0.081 -0.051 -0.228
H -5.640 2.615 0.967 0.048 -0.192 0.128
H -5.489 0.997 1.694 0.075 0.176 -0.075
H -4.468 4.217 0.037 0.284 0.093 0.120
H -3.282 6.402 0.225 0.106 -0.195 0.072
H -1.021 6.492 1.247 -0.149 -0.257 -0.055
H 0.787 5.551 2.060 -0.015 -0.169 0.016
H 1.688 3.699 0.599 0.006 -0.082 0.156
H 2.570 3.920 2.131 -0.201 -0.017 -0.069
H 1.429 2.578 1.960 0.202 0.210 -0.091
H -0.396 5.096 4.124 0.154 -0.058 -0.024
H -0.170 3.354 3.943 0.238 0.379 0.065
H 1.236 4.392 4.270 -0.083 0.085 -0.096
H -0.637 1.431 -1.198 0.026 -0.460 0.071
H -0.157 -0.420 -0.713 -0.036 0.836 -0.141
H 2.225 0.880 1.147 0.139 -0.187 -0.135
H 1.927 0.780 -1.203 0.209 -0.056 0.106
H 3.602 1.331 -0.988 -0.109 -0.229 0.083
H 3.269 -0.369 -1.429 0.109 0.166 0.092
H 4.149 -0.085 2.377 0.068 0.021 -0.333
H 4.871 -0.618 0.842 -0.016 0.195 0.114
H 4.665 1.121 1.181 -0.067 -0.228 -0.019
H 3.739 -2.341 0.020 -0.224 -0.083 0.241
C 5.016 3.997 -3.315 -0.225 -0.130 -0.185
C 5.548 3.284 -4.399 -0.227 0.093 0.022
C 4.695 2.625 -5.287 -0.158 -0.011 0.239
C 3.306 2.678 -5.106 0.152 0.269 0.245
C 2.425 1.924 -6.084 0.330 -0.357 -0.084
N 1.106 1.555 -5.542 -0.112 -0.718 1.014
C -0.087 1.763 -6.380 -0.234 0.623 -0.117
C -0.821 0.493 -6.738 -0.176 -0.291 -0.113
C -2.182 0.363 -6.441 0.278 -0.132 0.129
C -2.837 -0.849 -6.659 0.062 0.025 -0.208
C -2.153 -1.914 -7.255 0.132 0.196 0.151
C -0.808 -1.764 -7.610 -0.045 0.157 0.007
C -0.143 -0.560 -7.358 -0.230 -0.134 0.158
C 1.014 0.930 -4.364 0.467 0.668 -0.358
C -0.186 0.603 -3.727 -0.591 0.048 1.045
C -0.221 -0.422 -2.778 0.843 -0.776 -2.849
C -1.330 -1.370 -2.691 -0.689 -0.144 0.761
C -1.082 -2.717 -2.327 0.133 0.503 -0.204
C -2.123 -3.642 -2.285 0.082 0.058 -0.322
C -3.435 -3.232 -2.551 0.313 0.039 0.072
C -3.697 -1.897 -2.867 0.239 0.210 -0.204
C -2.652 -0.979 -2.973 0.084 -0.262 -0.004
C 2.777 3.424 -4.048 0.250 -0.059 0.106
C 3.629 4.062 -3.137 0.114 -0.103 -0.320
H 5.680 4.507 -2.615 -0.193 -0.184 -0.208
H 6.628 3.239 -4.551 -0.370 0.008 0.078
H 5.090 2.043 -6.124 0.014 0.203 0.289
H 2.257 2.508 -6.999 0.007 -0.151 0.322
H 2.950 0.998 -6.377 -0.169 0.315 -0.032
H -0.770 2.450 -5.856 0.188 -0.113 -0.241
H 0.271 2.268 -7.287 -0.197 -0.076 0.278
H -2.716 1.218 -6.016 0.120 -0.328 -0.030
H -3.882 -0.956 -6.360 0.308 0.009 -0.198
H -2.670 -2.857 -7.441 0.194 0.284 0.070
H -0.269 -2.585 -8.084 -0.191 0.225 0.112
H 0.908 -0.434 -7.636 -0.310 -0.143 0.105
H 1.961 0.671 -3.874 -0.250 0.007 -0.280
H -1.095 1.153 -3.982 0.186 -0.647 -0.324
H 0.753 -0.805 -2.450 -0.291 0.100 -0.127
H -0.050 -3.021 -2.116 -0.396 0.049 0.039
H -1.898 -4.689 -2.065 -0.142 0.393 -0.005
H -4.251 -3.954 -2.514 0.219 0.199 0.022
H -4.715 -1.568 -3.075 0.234 -0.129 0.070
H -2.846 0.046 -3.292 -0.081 -0.296 0.224
H 1.695 3.490 -3.917 0.318 0.017 0.038
H 3.198 4.612 -2.297 0.184 -0.139 -0.276
```
Forces are in eV/Å.

Results
Multiplicity ... 1
E_LUMO ... -3.773 eV
Charge ... +1
Maximum force ... 3.07 eV/A
Highest occupied orbital energy ... -8.26 eV
Frontier orbital gap ... 4.4852 eV